# C42H46BClF4N3O5P2S3Y

A structure of composition C42H46BClF4N3O5P2S3Y (the ωB97M-V functional and the def2-TZVPD basis, OMol25).

Energy above the lowest of the compared OMol25 structures with the same formula, charge and spin: 2.79 kcal per mole
DFT total energy: -4969.17352 Ha
Charge: 0
HOMO-LUMO gap: 8.178 eV
LUMO level: 0.341 eV

Cartesian coordinates (Å):
Y (0.3654, -0.2131, -0.6723)
N (0.1869, 0.7546, 3.0067)
P (0.7052, 2.0280, 1.9958)
C (1.9461, 2.8227, 3.0843)
C (2.3541, 4.1315, 2.8193)
C (3.3763, 4.7161, 3.5490)
C (4.0131, 4.0016, 4.5565)
C (3.6172, 2.7017, 4.8266)
C (2.5932, 2.1138, 4.0931)
C (-0.6831, 3.2180, 2.0214)
C (-1.8165, 3.0286, 2.8044)
C (-2.8806, 3.9162, 2.7244)
C (-2.8225, 5.0019, 1.8646)
C (-1.6972, 5.1967, 1.0752)
C (-0.6386, 4.3036, 1.1455)
P (-0.4840, -0.6066, 2.2480)
C (-2.2543, -0.5451, 2.6659)
C (-3.1546, -0.1836, 1.6657)
C (-4.4963, 0.0086, 1.9742)
C (-4.9408, -0.1585, 3.2762)
C (-4.0476, -0.5201, 4.2799)
C (-2.7093, -0.7115, 3.9768)
C (0.1500, -1.9934, 3.2354)
C (-0.5544, -3.1953, 3.2879)
C (-0.0196, -4.2924, 3.9457)
C (1.2252, -4.2007, 4.5540)
C (1.9392, -3.0133, 4.4898)
C (1.4080, -1.9171, 3.8257)
H (-0.0407, 0.9413, 3.9783)
H (1.8682, 4.7025, 2.0381)
H (3.6764, 5.7332, 3.3320)
H (4.8100, 4.4592, 5.1282)
H (4.1033, 2.1389, 5.6138)
H (2.3022, 1.0942, 4.3105)
H (-1.8911, 2.1707, 3.4601)
H (-3.7636, 3.7486, 3.3281)
H (-3.6583, 5.6860, 1.7966)
H (-1.6515, 6.0329, 0.3889)
H (0.2122, 4.4307, 0.4875)
H (-2.8051, -0.0199, 0.6532)
H (-5.1852, 0.3050, 1.1935)
H (-5.9854, -0.0040, 3.5159)
H (-4.3962, -0.6512, 5.2964)
H (-2.0147, -1.0017, 4.7572)
H (-1.5217, -3.2739, 2.8072)
H (-0.5737, -5.2214, 3.9806)
H (1.6424, -5.0575, 5.0671)
H (2.9174, -2.9433, 4.9481)
H (1.9814, -1.0018, 3.7453)
O (4.1289, 1.1241, -4.8864)
C (2.9741, 0.8766, -5.5229)
C (2.9539, 1.0365, -6.9101)
C (1.8037, 0.7871, -7.6295)
C (0.6389, 0.3742, -6.9846)
C (0.6523, 0.2202, -5.6133)
C (1.8024, 0.4665, -4.8607)
C (1.7327, 0.2899, -3.3945)
O (0.5920, 0.0224, -2.8582)
N (2.8404, 0.4599, -2.7154)
N (2.6578, 0.3720, -1.3363)
C (3.7443, 0.5357, -0.6762)
S (5.3013, 0.6621, -1.4580)
C (6.2245, 0.9322, 0.0824)
C (5.5068, 0.2065, 1.2033)
S (3.7577, 0.6567, 1.0711)
H (3.9721, 0.9443, -3.9273)
H (3.8673, 1.3547, -7.3954)
H (1.8124, 0.9129, -8.7051)
H (-0.2616, 0.1766, -7.5504)
H (-0.2337, -0.0994, -5.0807)
H (6.2800, 2.0016, 0.2815)
H (7.2303, 0.5420, -0.0713)
H (5.8525, 0.5366, 2.1824)
H (5.6106, -0.8744, 1.1198)
F (0.1458, -3.2712, 0.1882)
B (1.4316, -2.9481, -0.2558)
F (1.2803, -2.3449, -1.5590)
F (2.3063, -3.9829, -0.2563)
F (1.8843, -1.8294, 0.5397)
Cl (0.6798, 3.1698, -1.9351)
C (-1.0713, 2.9819, -2.2491)
C (-1.8301, 2.0935, -1.2615)
O (-3.0447, 2.1271, -1.3338)
O (-1.1382, 1.3502, -0.4677)
H (-1.1692, 2.5377, -3.2375)
H (-1.5266, 3.9670, -2.2520)
C (-1.3764, -5.0806, -4.1031)
C (-1.1382, -4.9313, -2.6040)
C (-2.0490, -3.8947, -1.9574)
S (-1.6201, -2.2346, -2.5745)
O (-1.5117, -1.3604, -1.3247)
C (-3.1711, -1.6803, -3.3400)
C (-4.1624, -1.0561, -2.3649)
C (-4.7153, -1.9894, -1.2941)
H (-0.7335, -5.8504, -4.5280)
H (-1.1603, -4.1491, -4.6324)
H (-2.4136, -5.3572, -4.3091)
H (-0.0975, -4.6620, -2.4091)
H (-1.3108, -5.8854, -2.1011)
H (-1.8664, -3.8097, -0.8869)
H (-3.1026, -4.0977, -2.1396)
H (-3.5625, -2.5419, -3.8860)
H (-2.8420, -0.9326, -4.0641)
H (-4.9815, -0.6637, -2.9732)
H (-3.6921, -0.1901, -1.8956)
H (-5.1499, -2.8937, -1.7288)
H (-5.5006, -1.4880, -0.7289)
H (-3.9390, -2.2807, -0.5856)

Atomic partial charges in e from the Löwdin method, atoms 1 to 99: atom 1 (Y): 1.453, atom 2 (N): -0.410, atom 3 (P): 0.952, atom 4 (C): -0.373, atom 5 (C): -0.088, atom 6 (C): -0.078, atom 7 (C): -0.090, atom 8 (C): -0.086, atom 9 (C): -0.123, atom 10 (C): -0.352, atom 11 (C): -0.081, atom 12 (C): -0.072, atom 13 (C): -0.079, atom 14 (C): -0.074, atom 15 (C): -0.133, atom 16 (P): 0.961, atom 17 (C): -0.358, atom 18 (C): -0.085, atom 19 (C): -0.068, atom 20 (C): -0.079, atom 21 (C): -0.081, atom 22 (C): -0.100, atom 23 (C): -0.360, atom 24 (C): -0.096, atom 25 (C): -0.073, atom 26 (C): -0.082, atom 27 (C): -0.077, atom 28 (C): -0.092, atom 29 (H): 0.080, atom 30 (H): 0.093, atom 31 (H): 0.105, atom 32 (H): 0.102, atom 33 (H): 0.103, atom 34 (H): 0.074, atom 35 (H): 0.085, atom 36 (H): 0.104, atom 37 (H): 0.103, atom 38 (H): 0.107, atom 39 (H): 0.062, atom 40 (H): 0.074, atom 41 (H): 0.107, atom 42 (H): 0.103, atom 43 (H): 0.103, atom 44 (H): 0.108, atom 45 (H): 0.110, atom 46 (H): 0.105, atom 47 (H): 0.102, atom 48 (H): 0.103, atom 49 (H): 0.076, atom 50 (O): 0.049, atom 51 (C): -0.265, atom 52 (C): -0.016, atom 53 (C): -0.086, atom 54 (C): -0.096, atom 55 (C): -0.029, atom 56 (C): -0.070, atom 57 (C): -0.444, atom 58 (O): -0.201, atom 59 (N): 0.003, atom 60 (N): -0.151, atom 61 (C): -0.887, atom 62 (S): 0.984, atom 63 (C): -0.515, atom 64 (C): -0.495, atom 65 (S): 0.924, atom 66 (H): 0.035, atom 67 (H): 0.116, atom 68 (H): 0.102, atom 69 (H): 0.095, atom 70 (H): 0.101, atom 71 (H): 0.076, atom 72 (H): 0.079, atom 73 (H): 0.081, atom 74 (H): 0.085, atom 75 (F): 0.119, atom 76 (B): -1.268, atom 77 (F): 0.044, atom 78 (F): 0.203, atom 79 (F): 0.003, atom 80 (Cl): 0.631, atom 81 (C): -0.442, atom 82 (C): -0.695, atom 83 (O): 0.051, atom 84 (O): -0.273, atom 85 (H): 0.080, atom 86 (H): 0.078, atom 87 (C): -0.108, atom 88 (C): -0.288, atom 89 (C): -0.319, atom 90 (S): 1.020, atom 91 (O): -0.610, atom 92 (C): -0.311, atom 93 (C): -0.268, atom 94 (C): -0.101, atom 95 (H): 0.075, atom 96 (H): 0.066, atom 97 (H): 0.076, atom 98 (H): 0.105, atom 99 (H): 0.116

# C16H32Br16

A cluster of 8 separate species, C16H32Br16 in total (the ωB97M-V functional and the def2-TZVPD basis, OMol25).

Energy above the lowest of the compared OMol25 structures with the same formula, charge and spin: 22.81 kcal per mole
DFT total energy: -41813.07739 Ha
SMILES: BrCCBr.BrCCBr.BrCCBr.BrCCBr.BrCCBr.BrCCBr.BrCCBr.BrCCBr
Charge: 0
HOMO-LUMO gap: 10.065 eV
LUMO level: 0.183 eV

Cartesian coordinates (Å):
Br (-0.6145, 3.1422, 5.9084)
C (-2.1955, 3.3960, 4.7427)
C (-1.6720, 3.6745, 3.3541)
Br (-3.1800, 4.1588, 2.1909)
H (-2.7505, 4.2336, 5.1568)
H (-2.8356, 2.5232, 4.8133)
H (-1.2090, 2.7878, 2.9401)
H (-1.0508, 4.5547, 3.2548)
Br (-0.6780, -5.1361, -7.4950)
C (-1.4207, -4.2789, -5.8871)
C (-0.2652, -4.0935, -4.9313)
Br (-1.0532, -3.3428, -3.2793)
H (-2.1938, -4.9248, -5.4903)
H (-1.7943, -3.2974, -6.1612)
H (0.4402, -3.3188, -5.2112)
H (0.2457, -5.0127, -4.6666)
Br (-4.6483, -3.7597, -3.2328)
C (-4.7525, -1.9557, -2.4250)
C (-5.2024, -0.9973, -3.4732)
Br (-5.2039, 0.8114, -2.7538)
H (-3.7681, -1.7985, -2.0008)
H (-5.5222, -2.0596, -1.6658)
H (-6.1955, -1.2163, -3.8587)
H (-4.5756, -0.9797, -4.3633)
Br (0.9604, -2.0725, 7.3272)
C (-0.2240, -1.9397, 5.8017)
C (-0.6771, -0.4943, 5.6745)
Br (-2.0263, -0.2826, 4.2292)
H (-1.1113, -2.5113, 6.0539)
H (0.2397, -2.1705, 4.8472)
H (0.1538, 0.2083, 5.6079)
H (-1.1439, -0.1582, 6.6018)
Br (1.4485, 3.0572, 2.0166)
C (2.3277, 1.5385, 2.9874)
C (3.0819, 2.0923, 4.1484)
Br (4.3069, 0.6310, 4.7193)
H (2.9755, 1.0529, 2.2606)
H (1.6380, 0.7411, 3.2610)
H (2.4266, 2.3162, 4.9871)
H (3.6869, 2.9697, 3.9487)
Br (3.5903, -0.4310, -1.3340)
C (5.2840, -0.4552, -2.2615)
C (6.0944, 0.8493, -2.0556)
Br (8.0199, 0.4716, -1.9535)
H (5.1417, -0.5326, -3.3368)
H (5.8525, -1.3233, -1.9416)
H (5.8200, 1.3084, -1.1130)
H (5.8717, 1.4461, -2.9328)
Br (-0.5248, 3.7697, -2.7551)
C (0.6702, 2.2069, -2.8474)
C (0.2721, 1.4517, -4.1142)
Br (0.9959, -0.3559, -4.0486)
H (0.4038, 1.6557, -1.9579)
H (1.6715, 2.6199, -2.8204)
H (0.6449, 2.0209, -4.9606)
H (-0.8101, 1.3752, -4.1218)
Br (0.6771, -1.7268, 2.0869)
C (-0.1221, -0.2636, 1.0742)
C (-1.0984, -0.8059, 0.0739)
Br (-1.9356, 0.6982, -0.8674)
H (0.6693, 0.3416, 0.6384)
H (-0.6152, 0.3907, 1.7922)
H (-1.9513, -1.3545, 0.4613)
H (-0.5899, -1.4453, -0.6432)

Need the Löwdin charges? In units of e they are: atom 1 (Br): 0.634, atom 2 (C): -0.663, atom 3 (C): -0.745, atom 4 (Br): 0.608, atom 5 (H): 0.051, atom 6 (H): 0.018, atom 7 (H): -0.019, atom 8 (H): 0.028, atom 9 (Br): 0.608, atom 10 (C): -0.693, atom 11 (C): -0.662, atom 12 (Br): 0.563, atom 13 (H): 0.042, atom 14 (H): 0.056, atom 15 (H): 0.027, atom 16 (H): 0.055, atom 17 (Br): 0.575, atom 18 (C): -0.668, atom 19 (C): -0.715, atom 20 (Br): 0.610, atom 21 (H): 0.017, atom 22 (H): 0.056, atom 23 (H): 0.057, atom 24 (H): 0.052, atom 25 (Br): 0.650, atom 26 (C): -0.709, atom 27 (C): -0.694, atom 28 (Br): 0.661, atom 29 (H): 0.052, atom 30 (H): -0.007, atom 31 (H): 0.016, atom 32 (H): 0.044, atom 33 (Br): 0.656, atom 34 (C): -0.670, atom 35 (C): -0.658, atom 36 (Br): 0.606, atom 37 (H): 0.038, atom 38 (H): 0.014, atom 39 (H): 0.033, atom 40 (H): 0.052, atom 41 (Br): 0.615, atom 42 (C): -0.704, atom 43 (C): -0.670, atom 44 (Br): 0.602, atom 45 (H): 0.058, atom 46 (H): 0.034, atom 47 (H): 0.031, atom 48 (H): 0.055, atom 49 (Br): 0.598, atom 50 (C): -0.693, atom 51 (C): -0.691, atom 52 (Br): 0.596, atom 53 (H): -0.034, atom 54 (H): 0.054, atom 55 (H): 0.060, atom 56 (H): 0.032, atom 57 (Br): 0.679, atom 58 (C): -0.723, atom 59 (C): -0.652, atom 60 (Br): 0.664, atom 61 (H): 0.029, atom 62 (H): -0.008, atom 63 (H): 0.055, atom 64 (H): 0.035

Which formula does entry 2 have?
C16H32Br16

What is the formula in the first record?
C42H46BClF4N3O5P2S3Y

Which value of DFT total energy does entry 2 give?
-41813.07739 Ha

The highest HOMO-LUMO gap belongs to which entry?
C16H32Br16